1.
Below is a 12-piece molecular cluster, C40H114N10O12 overall at a distorted geometry, with properties calculated with the ωB97M-V functional and the def2-TZVPD basis.

Values from the calculation:
Largest force on an atom, eV/A: 3.8
SMILES string: COC[C@H](C)N.COC[C@H](C)N.COC[C@H](C)N.COC[C@H](C)N.COC[C@H](C)N.COC[C@H](C)N.COC[C@H](C)N.COC[C@H](C)N.COC[C@H](C)N.COC[C@H](C)N.O.O
Energy relative to the best compared isomer or geometry (same formula, charge and spin), kcal/mol: 90.8

Each line ends with the Löwdin charge.
Atoms and positions in Å:
O -17.090 -13.970 -9.760  -0.189
O -20.519 -23.930 -11.484  -0.198
O -12.980 -22.637 -9.895  -0.165
O -11.025 -18.802 -2.218  -0.171
O -19.056 -26.144 -7.870  -0.226
O -11.651 -18.854 -6.992  -0.065
O -22.891 -19.786 -10.652  -0.176
O -12.990 -22.603 -3.462  -0.191
O -16.507 -21.134 -8.721  -0.232
O -15.095 -13.144 -5.463  -0.188
O -17.987 -21.773 -4.718  -0.044
O -16.599 -24.236 -5.788  -0.216
N -22.207 -26.264 -12.664  0.034
N -16.501 -26.259 -10.474  0.026
N -19.202 -15.953 -7.348  0.039
N -21.677 -16.816 -8.658  0.009
N -18.948 -26.106 -4.918  0.067
N -14.733 -15.543 -3.853  0.035
N -12.340 -16.738 -5.053  0.047
N -15.598 -20.048 -3.866  0.046
N -14.468 -19.144 -6.285  0.049
N -15.708 -23.486 -9.898  0.035
C -21.495 -18.077 -9.343  -0.410
C -15.766 -15.481 -4.872  -0.448
C -11.891 -18.278 -3.151  -0.218
C -20.161 -27.404 -12.882  -0.075
C -17.968 -28.171 -9.923  -0.051
C -14.722 -18.703 -8.541  -0.052
C -16.209 -14.014 -5.120  -0.162
C -18.081 -15.605 -8.170  -0.424
C -16.598 -25.131 -4.709  -0.182
C -15.366 -24.209 -6.524  -0.074
C -19.780 -24.955 -8.127  -0.090
C -17.741 -26.096 -8.403  -0.178
C -20.901 -26.328 -12.147  -0.475
C -15.544 -11.883 -5.798  -0.137
C -15.452 -19.303 -7.372  -0.399
C -17.884 -20.955 -8.513  -0.091
C -13.760 -21.739 -4.166  -0.249
C -17.766 -26.617 -9.921  -0.389
C -16.068 -22.208 -11.957  -0.035
C -20.133 -24.984 -12.406  -0.151
C -22.859 -18.517 -9.987  -0.183
C -19.687 -22.829 -11.599  -0.142
C -11.188 -15.900 -3.016  -0.062
C -12.014 -21.704 -9.440  -0.095
C -13.952 -21.951 -10.604  -0.230
C -22.045 -19.747 -11.775  -0.112
C -15.691 -20.779 -7.536  -0.132
C -18.151 -25.788 -2.721  -0.072
C -18.190 -14.202 -8.923  -0.175
C -9.732 -18.976 -2.707  -0.122
C -16.857 -16.471 -4.515  -0.035
C -18.063 -25.236 -4.161  -0.416
C -15.829 -13.714 -9.144  -0.088
C -11.691 -22.093 -3.061  -0.051
C -15.061 -22.958 -11.036  -0.389
C -15.205 -21.526 -2.114  -0.051
C -17.789 -16.765 -9.089  -0.040
C -14.516 -20.771 -3.258  -0.424
C -11.427 -17.029 -3.982  -0.422
C -20.948 -19.035 -8.240  -0.030
H -14.685 -21.187 -7.636  0.122
H -14.694 -11.242 -6.031  0.101
H -18.449 -26.958 -4.708  0.068
H -16.435 -17.449 -4.284  0.064
H -18.482 -16.898 -9.920  0.080
H -15.960 -24.726 -3.923  0.119
H -19.028 -14.235 -9.620  0.119
H -19.462 -24.133 -7.486  0.075
H -14.364 -22.466 -4.708  0.109
H -22.457 -16.850 -8.017  0.090
H -19.052 -25.119 -12.365  0.106
H -13.214 -21.192 -4.935  0.109
H -12.152 -15.830 -5.452  0.093
H -9.777 -19.455 -3.685  0.089
H -15.812 -20.874 -1.486  0.081
H -15.375 -25.083 -7.175  0.077
H -18.300 -21.691 -7.826  0.088
H -9.164 -19.664 -2.080  0.094
H -9.139 -18.062 -2.731  0.086
H -17.632 -16.455 -5.281  0.059
H -19.168 -25.945 -2.363  0.079
H -14.250 -18.166 -6.157  0.059
H -21.680 -19.110 -7.435  0.086
H -15.148 -19.730 -4.712  -0.003
H -12.027 -18.139 -6.480  -0.024
H -16.391 -18.823 -7.095  0.132
H -20.003 -22.101 -10.852  0.075
H -14.334 -21.121 -10.010  0.096
H -16.234 -21.204 -6.692  0.111
H -13.645 -19.450 -6.784  0.031
H -17.673 -22.629 -5.010  -0.006
H -10.631 -16.274 -2.157  0.080
H -19.962 -18.726 -7.895  0.052
H -11.334 -21.333 -10.207  0.093
H -17.892 -28.728 -10.857  0.064
H -17.399 -25.063 -8.348  0.091
H -15.289 -15.777 -5.806  0.122
H -23.554 -18.671 -9.161  0.123
H -16.191 -11.469 -5.025  0.088
H -15.294 -23.299 -7.121  0.064
H -21.902 -16.040 -9.265  0.088
H -11.177 -21.758 -3.962  0.080
H -16.145 -26.087 -4.974  0.130
H -18.997 -28.273 -9.579  0.068
H -18.633 -25.992 -5.870  0.028
H -18.360 -13.336 -8.283  0.113
H -10.412 -17.238 -4.320  0.118
H -18.656 -23.131 -11.413  0.061
H -12.392 -20.910 -8.796  0.063
H -19.119 -27.299 -12.580  0.064
H -16.823 -16.586 -9.562  0.074
H -21.994 -20.668 -12.356  0.091
H -17.198 -16.103 -3.547  0.082
H -14.414 -17.677 -8.338  0.086
H -17.637 -25.083 -2.068  0.073
H -15.452 -21.572 -12.593  0.069
H -13.544 -21.433 -11.471  0.122
H -22.282 -18.888 -12.403  0.090
H -10.548 -15.154 -3.486  0.080
H -14.977 -15.098 -2.979  0.092
H -12.283 -19.070 -3.788  0.102
H -15.050 -13.778 -9.903  0.092
H -20.340 -27.398 -13.958  0.088
H -21.074 -19.512 -11.340  0.066
H -15.312 -18.712 -9.457  0.081
H -23.247 -17.692 -10.586  0.118
H -16.341 -20.658 -4.175  0.028
H -14.623 -23.851 -11.480  0.140
H -16.321 -22.809 -9.466  0.052
H -17.010 -14.060 -5.857  0.107
H -16.599 -13.696 -4.154  0.129
H -20.930 -26.655 -11.108  0.134
H -14.152 -14.802 -4.221  0.059
H -20.412 -24.670 -13.412  0.129
H -14.429 -22.004 -1.516  0.067
H -17.327 -28.727 -9.239  0.071
H -14.957 -23.637 -9.239  0.066
H -12.749 -17.979 -2.549  0.134
H -16.249 -12.007 -6.620  0.064
H -17.304 -15.470 -7.418  0.088
H -20.803 -20.008 -8.708  0.065
H -17.727 -26.783 -2.584  0.074
H -17.194 -26.641 -7.634  0.120
H -11.780 -21.245 -2.383  0.078
H -10.771 -18.970 -6.632  0.036
H -16.446 -25.250 -10.460  0.013
H -15.772 -12.739 -8.660  0.072
H -12.067 -15.369 -2.650  0.074
H -17.793 -17.744 -8.610  0.053
H -17.999 -19.949 -8.110  0.064
H -15.531 -14.429 -8.377  0.073
H -15.742 -26.623 -9.915  0.072
H -18.941 -21.832 -4.785  0.048
H -18.525 -24.261 -4.011  0.117
H -20.854 -25.066 -7.982  0.097
H -22.737 -27.063 -12.347  0.084
H -18.527 -26.062 -10.468  0.102
H -16.609 -21.442 -11.402  0.070
H -18.533 -21.055 -9.383  0.073
H -19.627 -24.621 -9.154  0.068
H -20.741 -17.945 -10.119  0.115
H -20.423 -28.387 -12.492  0.080
H -11.123 -22.924 -2.642  0.090
H -14.486 -24.360 -5.899  0.093
H -13.864 -20.002 -2.843  0.108
H -19.493 -15.169 -6.782  0.072
H -20.046 -16.258 -7.811  0.010
H -19.733 -22.379 -12.591  0.093
H -13.268 -16.558 -4.697  0.026
H -16.685 -22.892 -12.540  0.070
H -15.767 -22.402 -2.435  0.068
H -22.636 -25.407 -12.347  0.078
H -13.781 -19.240 -8.659  0.060
H -11.357 -22.343 -8.849  0.091

2.
Below is a 13-piece molecular cluster, C4H34NO14 overall at a distorted geometry, with properties calculated with the ωB97M-V functional and the def2-TZVPD basis.

Values from the calculation:
Largest force on an atom, eV/A: 4.4
Total charge: -1
Energy relative to the best compared isomer or geometry (same formula, charge and spin), kcal/mol: 50.2

Each line ends with the natural charge from an NBO analysis.
Atoms and positions in Å:
O 3.389 0.488 -1.237  -1.033
O -3.086 3.286 0.658  -0.969
O -1.967 2.366 2.817  -0.973
O -2.323 1.104 -2.845  -1.184
O -1.083 2.692 -1.135  -0.981
O -2.476 -2.577 0.021  -0.777
O 2.022 2.715 -2.040  -0.997
O 2.533 0.359 2.215  -0.754
O 2.646 -2.888 1.094  -0.943
O 4.237 -0.766 1.056  -0.986
O -0.747 -0.671 -3.460  -1.077
O -3.575 -0.738 -1.310  -0.993
O 1.487 0.528 -3.467  -1.043
O 0.691 -1.545 4.450  -0.955
N -1.381 -0.979 2.088  -0.891
C -0.685 -1.007 0.855  -0.063
C -1.108 -2.324 0.018  -0.074
C 0.789 -1.057 1.176  -0.455
C 1.350 0.283 1.391  -0.074
H 0.765 -0.179 -3.311  0.518
H -2.167 1.426 2.739  0.485
H -0.896 -1.445 2.864  0.367
H 3.994 0.061 0.574  0.515
H 1.369 -1.499 0.274  0.169
H -1.533 0.183 -3.371  0.501
H -0.089 -0.956 4.600  0.476
H -4.435 -0.725 -1.723  0.469
H 1.297 2.722 -1.424  0.492
H -1.006 -0.090 0.292  0.184
H 2.687 -2.475 1.959  0.472
H 1.232 0.772 -4.379  0.471
H 1.187 -1.875 1.759  0.233
H -0.615 -2.496 -0.934  0.156
H -0.593 -3.099 0.679  0.157
H -2.771 2.894 2.749  0.482
H 0.553 0.819 1.916  0.180
H -0.907 -1.116 -2.617  0.454
H -2.028 2.727 -1.228  0.483
H 2.626 -2.316 0.340  0.484
H -3.139 0.020 -1.796  0.525
H 1.815 2.320 -2.896  0.504
H -2.171 3.101 0.372  0.500
H -2.938 -2.020 -0.699  0.506
H -2.302 -1.424 1.966  0.383
H -3.559 2.534 0.313  0.462
H 2.863 0.173 -2.050  0.518
H 3.396 1.474 -1.264  0.509
H -0.836 1.914 -1.639  0.505
H 1.320 -0.980 3.934  0.481
H 1.498 0.763 0.402  0.190
H 2.942 -0.453 2.499  0.477
H -2.886 1.268 -3.596  0.446
H 4.613 -1.292 0.353  0.465

Q: Among the records above, which one has the lowest largest force on an atom?
A: C40H114N10O12

Copy entry 2 word for word.
Below is a 13-piece molecular cluster, C4H34NO14 overall at a distorted geometry, with properties calculated with the ωB97M-V functional and the def2-TZVPD basis.

Values from the calculation:
Largest force on an atom, eV/A: 4.4
Total charge: -1
Energy relative to the best compared isomer or geometry (same formula, charge and spin), kcal/mol: 50.2

Each line ends with the natural charge from an NBO analysis.
Atoms and positions in Å:
O 3.389 0.488 -1.237  -1.033
O -3.086 3.286 0.658  -0.969
O -1.967 2.366 2.817  -0.973
O -2.323 1.104 -2.845  -1.184
O -1.083 2.692 -1.135  -0.981
O -2.476 -2.577 0.021  -0.777
O 2.022 2.715 -2.040  -0.997
O 2.533 0.359 2.215  -0.754
O 2.646 -2.888 1.094  -0.943
O 4.237 -0.766 1.056  -0.986
O -0.747 -0.671 -3.460  -1.077
O -3.575 -0.738 -1.310  -0.993
O 1.487 0.528 -3.467  -1.043
O 0.691 -1.545 4.450  -0.955
N -1.381 -0.979 2.088  -0.891
C -0.685 -1.007 0.855  -0.063
C -1.108 -2.324 0.018  -0.074
C 0.789 -1.057 1.176  -0.455
C 1.350 0.283 1.391  -0.074
H 0.765 -0.179 -3.311  0.518
H -2.167 1.426 2.739  0.485
H -0.896 -1.445 2.864  0.367
H 3.994 0.061 0.574  0.515
H 1.369 -1.499 0.274  0.169
H -1.533 0.183 -3.371  0.501
H -0.089 -0.956 4.600  0.476
H -4.435 -0.725 -1.723  0.469
H 1.297 2.722 -1.424  0.492
H -1.006 -0.090 0.292  0.184
H 2.687 -2.475 1.959  0.472
H 1.232 0.772 -4.379  0.471
H 1.187 -1.875 1.759  0.233
H -0.615 -2.496 -0.934  0.156
H -0.593 -3.099 0.679  0.157
H -2.771 2.894 2.749  0.482
H 0.553 0.819 1.916  0.180
H -0.907 -1.116 -2.617  0.454
H -2.028 2.727 -1.228  0.483
H 2.626 -2.316 0.340  0.484
H -3.139 0.020 -1.796  0.525
H 1.815 2.320 -2.896  0.504
H -2.171 3.101 0.372  0.500
H -2.938 -2.020 -0.699  0.506
H -2.302 -1.424 1.966  0.383
H -3.559 2.534 0.313  0.462
H 2.863 0.173 -2.050  0.518
H 3.396 1.474 -1.264  0.509
H -0.836 1.914 -1.639  0.505
H 1.320 -0.980 3.934  0.481
H 1.498 0.763 0.402  0.190
H 2.942 -0.453 2.499  0.477
H -2.886 1.268 -3.596  0.446
H 4.613 -1.292 0.353  0.465